# C62H156LiN14O18

A molecular structure, C62H156LiN14O18 (ωB97M-V with the def2-TZVPD basis set, the Open Molecules 2025 dataset).

Properties
Energy, eV: -124731.906
Total charge: -1
HOMO-LUMO gap, eV: 4.38
E_HOMO, eV: -3.2

Atoms and positions in Å:
Li1 -1.77 -1.37 -4.37
C1 -0.53 0.16 0.86
C2 -0.67 -0.10 -0.57
C3 0.02 0.99 -1.52
O1 0.06 0.75 -2.73
C4 0.69 2.15 -0.91
C5 0.87 2.18 0.44
C6 0.21 1.16 1.38
O2 0.13 1.29 2.66
O3 1.70 3.13 0.80
O4 -1.31 -1.06 -1.09
H1 -1.05 -0.54 1.50
H2 1.17 2.82 -1.60
C7 3.09 -4.94 3.28
C8 3.78 -3.72 3.79
C9 5.24 -3.94 4.35
O5 5.20 -4.95 5.36
C10 6.56 -5.13 5.84
N1 3.77 -2.78 2.70
H3 3.72 -5.29 2.45
H4 2.07 -4.80 2.94
H5 3.18 -5.83 3.90
H6 3.26 -3.26 4.63
H7 5.62 -2.98 4.69
H8 5.87 -4.25 3.51
H9 6.58 -5.96 6.55
H10 6.93 -4.22 6.30
H11 7.22 -5.33 5.00
H12 4.22 -1.96 3.06
H13 2.90 -2.43 2.33
C11 -1.04 -1.84 9.03
C12 -2.18 -1.56 8.03
C13 -2.99 -2.77 7.77
O6 -2.19 -3.99 7.46
C14 -1.58 -4.02 6.16
N2 -3.02 -0.52 8.53
H14 -0.69 -0.88 9.41
H15 -0.29 -2.49 8.56
H16 -1.51 -2.32 9.88
H17 -1.74 -1.19 7.10
H18 -3.72 -2.58 6.98
H19 -3.56 -3.10 8.64
H20 -1.23 -5.03 5.94
H21 -0.68 -3.41 6.24
H22 -2.15 -3.65 5.31
H23 -3.76 -0.53 7.84
H24 -2.58 0.39 8.47
C15 -6.53 0.04 -4.77
C16 -5.32 -0.81 -4.46
C17 -5.61 -2.28 -4.95
O7 -4.37 -3.03 -5.00
C18 -4.55 -4.41 -5.32
N3 -4.23 -0.23 -5.29
H25 -6.79 0.15 -5.82
H26 -6.37 1.06 -4.43
H27 -7.45 -0.34 -4.32
H28 -5.15 -0.84 -3.38
H29 -6.05 -2.35 -5.94
H30 -6.28 -2.74 -4.22
H31 -3.58 -4.84 -5.56
H32 -5.18 -4.48 -6.21
H33 -5.00 -4.97 -4.50
H34 -4.10 0.76 -5.13
H35 -4.47 -0.33 -6.27
C19 -0.93 5.10 -7.04
C20 -1.20 5.86 -5.77
C21 -2.00 7.13 -6.03
O8 -1.15 8.01 -6.74
C22 -1.65 9.38 -6.96
N4 -1.94 5.04 -4.85
H36 -1.81 5.07 -7.69
H37 -0.56 4.11 -6.76
H38 -0.09 5.48 -7.62
H39 -0.27 6.15 -5.28
H40 -2.31 7.56 -5.08
H41 -2.88 6.91 -6.64
H42 -1.77 9.84 -5.98
H43 -2.49 9.35 -7.65
H44 -0.83 9.88 -7.49
H45 -1.91 5.60 -4.01
H46 -1.36 4.25 -4.60
C23 6.34 2.64 6.69
C24 5.05 1.95 6.30
C25 4.44 1.04 7.36
O9 5.34 0.06 7.85
C26 4.83 -1.04 8.55
N5 4.09 2.98 5.94
H47 6.28 3.34 7.52
H48 6.71 3.15 5.80
H49 7.17 2.00 6.96
H50 5.18 1.28 5.45
H51 3.53 0.62 6.95
H52 4.16 1.64 8.22
H53 4.04 -1.65 8.13
H54 4.42 -0.70 9.51
H55 5.63 -1.76 8.71
H56 3.19 2.59 5.69
H57 4.26 3.30 4.99
C27 1.17 10.14 -1.90
C28 1.24 9.05 -0.87
C29 -0.20 8.47 -0.39
O10 -0.91 9.45 0.41
C30 -0.45 9.66 1.77
N6 2.08 7.99 -1.39
H58 0.38 10.86 -1.66
H59 1.08 9.75 -2.91
H60 2.05 10.78 -1.90
H61 1.73 9.49 0.00
H62 -0.09 7.56 0.20
H63 -0.68 8.11 -1.30
H64 -1.03 9.20 2.57
H65 -0.55 10.73 1.98
H66 0.63 9.53 1.88
H67 2.10 7.24 -0.72
H68 1.64 7.54 -2.18
C31 -2.54 5.64 7.95
C32 -0.99 5.43 7.77
C33 -0.20 6.07 8.96
O11 -0.41 7.44 9.12
C34 0.39 8.30 8.34
N7 -0.74 4.02 7.69
H69 -2.69 6.72 8.02
H70 -2.91 5.03 8.77
H71 -3.09 5.32 7.07
H72 -0.79 5.81 6.77
H73 0.84 5.73 8.87
H74 -0.60 5.68 9.89
H75 1.46 8.12 8.44
H76 0.19 9.32 8.66
H77 0.01 8.25 7.32
H78 0.26 4.06 7.80
H79 -0.78 3.68 6.75
C35 6.99 1.18 0.38
C36 6.77 0.72 -1.10
C37 7.87 -0.25 -1.65
O12 9.22 0.28 -1.68
C38 9.39 1.18 -2.74
N8 5.48 0.19 -1.30
H80 7.01 0.30 1.03
H81 6.09 1.68 0.74
H82 7.91 1.76 0.44
H83 6.79 1.64 -1.68
H84 7.57 -0.61 -2.63
H85 7.87 -1.22 -1.15
H86 8.62 1.95 -2.64
H87 9.27 0.62 -3.67
H88 10.37 1.64 -2.67
H89 4.87 0.99 -1.28
H90 5.22 -0.50 -0.61
C39 4.74 2.92 -6.22
C40 4.67 1.50 -6.93
C41 6.08 1.03 -7.35
O13 6.46 1.94 -8.36
C42 7.89 1.85 -8.69
N9 4.12 0.47 -6.09
H91 4.87 3.68 -6.98
H92 5.54 2.96 -5.49
H93 3.77 3.16 -5.78
H94 3.98 1.69 -7.75
H95 6.22 0.01 -7.70
H96 6.73 0.98 -6.48
H97 8.18 0.91 -9.15
H98 8.46 2.07 -7.78
H99 8.10 2.63 -9.42
H100 3.17 0.70 -5.83
H101 4.69 0.44 -5.26
C43 -4.07 4.74 2.01
C44 -5.30 3.82 2.02
C45 -5.94 3.41 0.66
O14 -6.67 4.46 0.01
C46 -7.87 4.85 0.67
N10 -4.92 2.68 2.76
H102 -4.33 5.69 1.53
H103 -3.20 4.30 1.52
H104 -3.71 5.06 2.99
H105 -6.10 4.34 2.56
H106 -6.58 2.52 0.70
H107 -5.10 3.12 0.02
H108 -7.82 5.04 1.75
H109 -8.62 4.07 0.51
H110 -8.24 5.73 0.15
H111 -4.32 2.98 3.51
H112 -4.26 2.13 2.22
C47 -11.72 -4.50 0.78
C48 -10.92 -3.21 1.02
C49 -9.42 -3.62 1.27
O15 -8.61 -2.61 1.89
C50 -7.34 -3.22 2.26
N11 -11.00 -2.33 -0.13
H113 -11.36 -5.04 -0.09
H114 -12.78 -4.31 0.61
H115 -11.59 -5.19 1.61
H116 -11.40 -2.71 1.87
H117 -8.98 -4.03 0.36
H118 -9.39 -4.52 1.89
H119 -7.40 -3.88 3.12
H120 -6.65 -2.45 2.60
H121 -6.80 -3.75 1.47
H122 -10.33 -1.65 0.19
H123 -10.53 -2.75 -0.92
C51 -4.43 -7.70 0.13
C52 -3.11 -7.47 0.78
C53 -2.43 -8.77 1.08
O16 -1.30 -8.45 1.94
C54 -0.86 -9.53 2.79
N12 -2.34 -6.57 -0.01
H124 -5.17 -8.15 0.79
H125 -4.35 -8.34 -0.75
H126 -4.83 -6.74 -0.20
H127 -3.18 -6.92 1.71
H128 -2.11 -9.34 0.21
H129 -3.12 -9.40 1.65
H130 -0.58 -10.38 2.18
H131 -1.71 -9.72 3.44
H132 0.01 -9.18 3.35
H133 -1.49 -6.30 0.45
H134 -2.68 -5.65 -0.26
C55 2.71 -5.10 -1.86
C56 2.45 -6.47 -2.50
C57 2.55 -7.69 -1.54
O17 3.95 -8.00 -1.25
C58 4.21 -8.96 -0.16
N13 1.14 -6.34 -3.02
H135 1.93 -4.76 -1.18
H136 2.77 -4.30 -2.61
H137 3.65 -5.10 -1.32
H138 3.16 -6.65 -3.31
H139 1.98 -8.51 -1.97
H140 2.04 -7.38 -0.62
H141 5.25 -9.25 -0.30
H142 3.57 -9.80 -0.40
H143 3.95 -8.56 0.82
H144 0.47 -6.28 -2.26
H145 0.84 -7.22 -3.41
C59 -0.07 -2.05 -9.00
C60 0.61 -3.30 -8.35
C61 2.08 -3.56 -8.77
O18 2.15 -3.68 -10.19
C62 3.23 -4.55 -10.58
N14 0.54 -3.03 -6.96
H146 -1.03 -1.91 -8.51
H147 -0.27 -2.25 -10.05
H148 0.40 -1.09 -8.81
H149 0.03 -4.20 -8.54
H150 2.43 -4.52 -8.36
H151 2.81 -2.82 -8.44
H152 3.22 -4.48 -11.67
H153 3.07 -5.54 -10.17
H154 4.12 -4.14 -10.10
H155 1.44 -2.59 -6.80
H156 0.70 -3.92 -6.51

These are the Löwdin partial charges, in e, on atoms 1 to 8:
1. Li 0.784
2. C -0.059
3. C -0.345
4. C -0.382
5. O -0.096
6. C -0.053
7. C -0.381
8. C -0.411


# C62H46BrClIrN2O3P2S

A molecular structure, C62H46BrClIrN2O3P2S (ωB97M-V with the def2-TZVPD basis set, the Open Molecules 2025 dataset).

Properties
Energy, eV: -188963.353
Total charge: +2
Energy above the lowest of the compared OMol25 structures with the same formula, charge and spin, kcal/mol: 0.7
2S+1: 2
HOMO-LUMO gap (spin up / spin down), eV: 3.90 / 4.12
E_HOMO (spin up / spin down), eV: -11.9 / -11.9

Atoms and positions in Å:
Ir1 0.72 0.77 -0.68
O1 1.08 0.54 1.63
S1 -0.27 -0.10 1.98
C1 0.13 -1.40 3.15
C2 -0.47 -1.49 4.39
C3 -0.15 -2.49 5.32
C4 0.76 -3.44 4.96
C5 1.30 -4.62 5.71
C6 2.18 -5.38 4.68
C7 2.14 -4.52 3.44
C8 2.73 -4.66 2.22
C9 2.46 -3.71 1.23
C10 1.63 -2.61 1.42
P1 1.43 -1.68 -0.16
C11 3.19 -1.51 -0.60
C12 3.84 -2.11 -1.67
C13 5.21 -1.95 -1.84
C14 5.94 -1.19 -0.94
C15 5.30 -0.60 0.14
C16 3.94 -0.75 0.31
C17 0.61 -2.93 -1.19
C18 0.82 -3.06 -2.56
C19 0.08 -3.97 -3.30
C20 -0.90 -4.72 -2.69
C21 -1.14 -4.59 -1.32
C22 -0.39 -3.69 -0.58
C23 1.02 -2.42 2.69
C24 1.30 -3.41 3.66
C25 -1.14 1.09 2.98
C26 -0.76 1.46 4.25
C27 -1.65 2.11 5.13
C28 -2.95 2.29 4.74
C29 -4.18 2.79 5.45
C30 -5.33 2.68 4.41
C31 -4.67 2.19 3.15
C32 -5.14 1.93 1.89
C33 -4.21 1.59 0.88
C34 -2.85 1.42 1.12
P2 -1.71 1.55 -0.33
C35 -2.81 0.82 -1.57
C36 -3.32 1.54 -2.64
C37 -4.25 0.94 -3.49
C38 -4.64 -0.37 -3.28
C39 -4.09 -1.10 -2.23
C40 -3.18 -0.51 -1.38
C41 -1.73 3.35 -0.69
C42 -0.60 3.90 -1.29
C43 -0.57 5.24 -1.63
C44 -1.66 6.05 -1.38
C45 -2.80 5.51 -0.80
C46 -2.84 4.16 -0.45
C47 -2.40 1.47 2.46
C48 -3.30 1.97 3.41
H1 -1.21 -0.76 4.68
H2 -0.62 -2.48 6.29
H3 0.50 -5.25 6.10
H4 1.89 -4.29 6.56
H5 1.77 -6.37 4.46
H6 3.20 -5.52 5.03
H7 3.38 -5.50 1.99
H8 2.91 -3.85 0.26
H9 3.30 -2.73 -2.37
H10 5.71 -2.43 -2.67
H11 7.01 -1.07 -1.07
H12 5.87 -0.02 0.86
H13 3.43 -0.31 1.16
H14 1.56 -2.44 -3.06
H15 0.27 -4.07 -4.36
H16 -1.49 -5.42 -3.27
H17 -1.90 -5.18 -0.84
H18 -0.57 -3.59 0.48
H19 0.23 1.21 4.61
H20 -1.31 2.40 6.12
H21 -4.03 3.83 5.77
H22 -4.38 2.21 6.35
H23 -5.83 3.63 4.25
H24 -6.09 1.97 4.74
H25 -6.18 2.03 1.64
H26 -4.59 1.50 -0.13
H27 -3.02 2.56 -2.81
H28 -4.67 1.51 -4.31
H29 -5.37 -0.83 -3.93
H30 -4.38 -2.14 -2.08
H31 -2.75 -1.08 -0.56
H32 0.25 3.26 -1.49
H33 0.32 5.66 -2.09
H34 -1.64 7.10 -1.64
H35 -3.67 6.13 -0.62
H36 -3.73 3.76 0.00
Br1 2.81 -0.40 -4.83
C49 1.03 -0.76 -5.42
C50 0.87 -1.28 -6.69
C51 -0.39 -1.63 -7.13
C52 -1.48 -1.51 -6.28
C53 -1.32 -1.01 -5.00
C54 -0.06 -0.60 -4.56
C55 0.07 -0.06 -3.18
O2 0.77 0.97 -2.96
O3 -0.46 -0.65 -2.22
H37 1.73 -1.42 -7.33
H38 -0.52 -2.03 -8.13
H39 -2.47 -1.81 -6.62
H40 -2.15 -0.93 -4.32
Cl1 1.54 4.66 1.10
C56 0.64 3.49 1.85
H41 -0.43 3.64 1.89
H42 1.15 2.85 2.56
N1 7.61 3.83 -1.64
C57 6.53 3.47 -1.50
C58 5.19 3.01 -1.33
C59 4.38 2.76 -2.44
C60 3.10 2.29 -2.24
N2 2.61 2.03 -1.02
C61 3.37 2.30 0.04
C62 4.65 2.80 -0.06
H43 4.74 2.94 -3.44
H44 2.44 2.10 -3.08
H45 2.93 2.10 1.01
H46 5.23 3.04 0.82

These are the Löwdin partial charges, in e, on atoms 1 to 8:
1. Ir 1.023
2. O -0.651
3. S 0.970
4. C -0.279
5. C -0.049
6. C 0.011
7. C -0.132
8. C -0.083


# C62H46ClNO2P3SSiY

A molecular structure, C62H46ClNO2P3SSiY (ωB97M-V with the def2-TZVPD basis set, the Open Molecules 2025 dataset).

Properties
Energy, eV: -130776.025
Total charge: 0
Energy above the lowest of the compared OMol25 structures with the same formula, charge and spin, kcal/mol: 1.6
HOMO-LUMO gap, eV: 6.70
E_HOMO, eV: -6.9

Atoms and positions in Å:
Y1 0.57 0.86 -0.90
C1 4.57 0.12 4.73
C2 3.86 -1.04 4.48
C3 2.74 -1.02 3.66
C4 2.30 0.18 3.10
C5 3.04 1.34 3.33
C6 4.16 1.31 4.14
P1 0.84 0.26 2.01
C7 -0.02 1.76 2.62
C8 -1.07 1.75 3.54
C9 -1.63 2.94 3.98
C10 -1.15 4.16 3.51
C11 -0.13 4.18 2.57
C12 0.42 2.98 2.12
C13 -0.20 -1.16 2.52
C14 -0.36 -1.46 3.88
C15 -1.13 -2.53 4.29
C16 -1.73 -3.34 3.33
C17 -1.58 -3.05 1.98
C18 -0.81 -1.96 1.54
Si1 -0.58 -1.60 -0.33
C19 0.35 -3.18 -0.90
C20 -0.25 -4.44 -1.00
C21 0.45 -5.54 -1.46
C22 1.77 -5.41 -1.86
C23 2.40 -4.19 -1.75
C24 1.70 -3.08 -1.26
P2 2.56 -1.49 -0.99
C25 3.80 -1.92 0.28
C26 4.82 -1.01 0.56
C27 5.81 -1.31 1.47
C28 5.80 -2.53 2.13
C29 4.77 -3.43 1.89
C30 3.77 -3.12 0.98
C31 3.56 -1.31 -2.51
C32 2.92 -0.74 -3.60
C33 3.59 -0.58 -4.81
C34 4.91 -1.00 -4.93
C35 5.55 -1.57 -3.84
C36 4.88 -1.73 -2.63
C37 -2.32 -1.68 -1.15
C38 -2.67 -2.59 -2.15
C39 -3.90 -2.55 -2.78
C40 -4.84 -1.60 -2.42
C41 -4.51 -0.66 -1.46
C42 -3.25 -0.67 -0.87
P3 -2.72 0.62 0.30
C43 -3.09 2.22 -0.52
C44 -3.56 2.36 -1.82
C45 -3.80 3.63 -2.35
C46 -3.56 4.76 -1.58
C47 -3.07 4.62 -0.29
C48 -2.84 3.36 0.23
C49 -3.91 0.61 1.67
C50 -5.08 1.38 1.67
C51 -5.95 1.33 2.75
C52 -5.67 0.52 3.84
C53 -4.51 -0.24 3.85
C54 -3.63 -0.19 2.78
H1 5.44 0.10 5.36
H2 4.18 -1.98 4.91
H3 2.20 -1.94 3.47
H4 2.73 2.28 2.89
H5 4.71 2.22 4.31
H6 -1.47 0.82 3.91
H7 -2.44 2.92 4.69
H8 -1.58 5.09 3.86
H9 0.23 5.11 2.17
H10 1.21 3.03 1.38
H11 0.13 -0.85 4.63
H12 -1.24 -2.75 5.34
H13 -2.33 -4.19 3.63
H14 -2.07 -3.67 1.25
H15 -1.28 -4.57 -0.71
H16 -0.05 -6.50 -1.53
H17 2.32 -6.27 -2.25
H18 3.44 -4.08 -2.04
H19 4.85 -0.06 0.03
H20 6.60 -0.59 1.67
H21 6.58 -2.77 2.84
H22 4.75 -4.38 2.41
H23 2.99 -3.84 0.79
H24 1.89 -0.39 -3.53
H25 3.09 -0.11 -5.64
H26 5.43 -0.87 -5.86
H27 6.58 -1.90 -3.92
H28 5.40 -2.17 -1.79
H29 -1.97 -3.36 -2.44
H30 -4.13 -3.28 -3.55
H31 -5.82 -1.58 -2.89
H32 -5.24 0.10 -1.17
H33 -3.73 1.50 -2.45
H34 -4.16 3.73 -3.36
H35 -3.75 5.74 -1.99
H36 -2.87 5.50 0.32
H37 -2.46 3.27 1.24
H38 -5.30 2.03 0.84
H39 -6.85 1.93 2.74
H40 -6.35 0.48 4.68
H41 -4.28 -0.87 4.70
H42 -2.72 -0.77 2.80
Cl1 -2.12 4.46 -7.00
C55 -1.55 3.38 -5.75
C56 -1.61 2.00 -5.95
C57 -1.16 1.14 -4.98
C58 -0.65 1.62 -3.76
O1 -0.20 0.79 -2.86
C59 -0.63 3.02 -3.56
C60 -0.22 3.65 -2.33
O2 0.00 3.09 -1.24
C61 -1.06 3.89 -4.58
H43 -2.00 1.62 -6.88
H44 -1.19 0.07 -5.13
H45 -0.12 4.74 -2.36
H46 -1.02 4.96 -4.42
S1 3.15 1.96 -0.75
C62 2.81 2.44 -2.32
N1 2.51 2.77 -3.39

These are the Löwdin partial charges, in e, on atoms 1 to 8:
1. Y 0.969
2. C -0.085
3. C -0.086
4. C -0.102
5. C -0.341
6. C -0.086
7. C -0.074
8. P 1.034